one:
C4H4N2O | ωB97M-V/def2-TZVPD

Results
gap between HOMO and LUMO (alpha / beta): 7.10 / 7.11 eV
LUMO energy (alpha / beta): -1.2 / -1.2 eV

The geometry in ORCA input format:
```
! wB97M-V def2-TZVPD RIJCOSX def2/J DEFGRID3
* xyz 0 1
O 0.000 -0.780 -3.200
N 0.000 0.055 0.222
N 0.412 1.266 0.527
C 0.174 -0.156 -2.176
C -0.261 -0.286 1.636
C -0.165 -0.654 -0.859
C 0.147 0.956 1.916
H -0.590 -1.205 2.068
H -0.592 -1.639 -0.734
H 0.617 0.856 -2.172
H 0.259 1.588 2.771
*
```

two:
C4H4N2O | ωB97M-V/def2-TZVPD

Results
gap between HOMO and LUMO: 9.18 eV
LUMO energy: 0.3 eV

The geometry in ORCA input format:
```
! wB97M-V def2-TZVPD RIJCOSX def2/J DEFGRID3
* xyz 0 1
O -0.427 -1.070 0.220
N -0.176 -0.457 2.414
N 0.599 1.520 -0.916
C 0.592 1.517 0.319
C -0.293 -0.743 -1.084
C -0.064 -0.155 1.187
C 0.158 0.389 -1.638
H 0.580 1.504 1.373
H -0.616 -1.566 -1.709
H 0.195 0.474 -2.719
H -0.548 -1.413 2.553
*
```

three:
C4H4N2O | ωB97M-V/def2-TZVPD

Results
SMILES: C1=CN=CON=C1
gap between HOMO and LUMO: 9.27 eV
LUMO energy: 0.0 eV

The geometry in ORCA input format:
```
! wB97M-V def2-TZVPD RIJCOSX def2/J DEFGRID3
* xyz 0 1
O -0.019 1.564 0.566
N -0.057 0.554 1.620
N 0.987 0.361 -1.136
C 0.956 1.239 -0.162
C -0.265 -0.244 -1.323
C -0.386 -0.695 1.184
C -0.944 -0.751 -0.186
H -0.374 -0.689 -2.371
H -0.238 -1.407 2.086
H 2.085 1.668 -0.263
H -1.745 -1.600 -0.016
*
```

Most stable of them? two.

one:
CH3BrO | ωB97M-V/def2-TZVPD

Results
gap between HOMO and LUMO: 8.16 eV
LUMO energy: -0.8 eV

The geometry in ORCA input format:
```
! wB97M-V def2-TZVPD RIJCOSX def2/J DEFGRID3
* xyz 0 1
Br 2.573 -0.263 -0.318
O -1.610 0.525 -0.344
C 1.095 -1.264 0.054
H 1.055 -1.236 1.189
H -1.334 1.154 -0.981
H -1.780 1.084 0.400
*
```

two:
CH3BrO | ωB97M-V/def2-TZVPD

Results
gap between HOMO and LUMO (alpha / beta): 6.79 / 6.79 eV
LUMO energy (alpha / beta): -2.2 / -2.2 eV

The geometry in ORCA input format:
```
! wB97M-V def2-TZVPD RIJCOSX def2/J DEFGRID3
* xyz 0 1
Br 1.841 0.323 -0.066
O -1.172 1.237 -0.011
C 0.431 -0.789 0.334
H 0.062 -1.153 1.279
H -1.050 1.254 -0.965
H -0.112 -0.871 -0.571
*
```

Most stable of them? one.

one:
C4H6OS2 | ωB97M-V/def2-TZVPD

Results
SMILES: CCSC(=S)C=O
gap between HOMO and LUMO: 7.44 eV
LUMO energy: -1.6 eV

The geometry in ORCA input format:
```
! wB97M-V def2-TZVPD RIJCOSX def2/J DEFGRID3
* xyz 0 1
S -0.059 2.931 -2.006
S 0.889 0.150 -1.387
O -1.768 -0.263 -0.677
C -0.290 1.458 -1.231
C 0.768 -1.129 -0.218
C -1.518 0.952 -0.534
C 0.610 -0.722 1.323
H 1.389 -0.086 1.853
H 1.837 -1.469 -0.329
H -0.348 -0.097 1.294
H -1.948 1.822 0.214
H 0.516 -1.533 2.034
H -0.078 -2.014 -0.337
*
```

two:
C4H6OS2 | ωB97M-V/def2-TZVPD

Results
gap between HOMO and LUMO: 9.46 eV
LUMO energy: 0.4 eV

The geometry in ORCA input format:
```
! wB97M-V def2-TZVPD RIJCOSX def2/J DEFGRID3
* xyz 0 1
S -0.657 0.433 2.269
S -0.224 0.274 -1.893
O 1.794 -1.088 -0.728
C -0.818 -0.764 0.876
C 0.297 1.364 0.946
C 1.066 -0.927 -1.687
C -0.636 0.449 0.034
H 0.046 2.503 0.551
H -1.683 1.008 0.036
H 0.060 -1.285 0.652
H 1.035 -1.472 -2.656
H 1.408 1.223 0.873
H -1.688 -1.717 0.727
*
```

Most stable of them? one.